[1]
{"formula": "C48H26BBr2N10O2Sc", "method": "wB97M-V/def2-TZVPD", "e_above_lowest_ev": 0.4633, "orbital_gap_ev": [4.810, 4.804], "e_lumo_ev": [-1.487, -1.490], "species": ["Sc", "C", "C", "C", "C", "C", "N", "C", "C", "C", "C", "C", "C", "C", "C", "N", "C", "N", "C", "N", "C", "N", "C", "N", "C", "N", "C", "C", "C", "C", "C", "C", "C", "C", "C", "C", "C", "C", "C", "C", "N", "H", "H", "H", "H", "H", "H", "H", "H", "H", "H", "H", "H", "H", "H", "H", "H", "Br", "C", "C", "C", "N", "C", "C", "C", "C", "C", "Br", "C", "C", "N", "H", "H", "H", "H", "H", "H", "O", "B", "O", "C", "C", "C", "C", "C", "C", "H", "H", "H", "H"], "xyz": [[-0.09455, -0.07429, -0.29264], [-6.73041, 0.21624, -0.61182], [-6.65720, -1.14307, -0.29337], [-5.44340, -1.81441, -0.28312], [-4.30954, -1.08358, -0.59170], [-2.89222, -1.44843, -0.67553], [-2.46499, -2.67504, -0.49001], [-1.18589, -3.01988, -0.63423], [-0.74628, -4.40977, -0.59948], [-1.42938, -5.60119, -0.39309], [-0.69293, -6.77245, -0.42219], [0.68888, -6.75533, -0.66096], [1.36615, -5.56752, -0.87703], [0.62663, -4.39229, -0.83868], [0.99751, -2.99450, -1.01191], [2.22909, -2.60835, -1.26169], [2.56833, -1.35255, -1.52089], [1.73857, -0.27526, -1.57727], [2.45454, 0.79558, -2.01569], [1.98726, 1.99720, -2.32490], [0.71699, 2.33061, -2.23790], [-0.32219, 1.58957, -1.72036], [-1.46556, 2.29884, -1.85773], [-2.70895, 1.92190, -1.55275], [-3.00750, 0.70192, -1.17737], [-2.15496, -0.34915, -1.00004], [-4.38244, 0.26827, -0.90753], [-5.59114, 0.94210, -0.92840], [-1.17012, 3.59816, -2.44735], [-1.97370, 4.68733, -2.76090], [-1.35782, 5.79591, -3.31399], [0.02309, 5.81360, -3.55792], [0.82090, 4.72369, -3.25631], [0.20289, 3.61466, -2.69111], [3.85123, 0.41912, -2.16329], [4.98825, 1.13714, -2.51904], [6.19390, 0.46100, -2.53878], [6.26661, -0.90572, -2.22418], [5.13520, -1.62327, -1.88365], [3.92350, -0.94080, -1.84974], [-0.12447, -2.21002, -0.85116], [-7.69445, 0.70806, -0.60851], [-7.56670, -1.67656, -0.04933], [-5.37528, -2.86604, -0.03879], [-2.49623, -5.60208, -0.21376], [-1.18764, -7.72130, -0.25992], [1.23160, -7.69172, -0.67905], [2.43049, -5.54433, -1.07073], [-5.63519, 1.99392, -1.17716], [-3.03867, 4.66008, -2.57278], [-1.94815, 6.66742, -3.56581], [0.46878, 6.69874, -3.99348], [1.88566, 4.72466, -3.44871], [4.92206, 2.18872, -2.76619], [7.10091, 0.98923, -2.80344], [7.22817, -1.40196, -2.25306], [5.18132, -2.67814, -1.64584], [5.07705, -3.02348, 3.36603], [3.58687, -2.19223, 2.57048], [2.39981, -2.88501, 2.42449], [1.35909, -2.23329, 1.78903], [1.44484, -0.98774, 1.32615], [2.57157, -0.29998, 1.54879], [3.67894, -0.87808, 2.15263], [2.51216, 1.14673, 1.20906], [3.56235, 2.01591, 1.46486], [3.35821, 3.36755, 1.25809], [4.77042, 4.57752, 1.55322], [2.11913, 3.82912, 0.85803], [1.14090, 2.88407, 0.60510], [1.33733, 1.57414, 0.73144], [2.28729, -3.90145, 2.77083], [0.41084, -2.73591, 1.64179], [4.59299, -0.32580, 2.30503], [4.51733, 1.66330, 1.82190], [1.91951, 4.88173, 0.72385], [0.15427, 3.19270, 0.28256], [-1.42270, 1.60166, 2.49209], [-1.32411, 0.36865, 1.79463], [-2.11849, -0.57408, 2.49825], [-2.67770, 0.07952, 3.56467], [-3.52932, -0.40841, 4.52901], [-3.95429, 0.48977, 5.50886], [-3.53253, 1.81454, 5.50431], [-2.66873, 2.29561, 4.51946], [-2.25717, 1.39916, 3.56000], [-3.85322, -1.44050, 4.51956], [-4.62607, 0.14866, 6.28560], [-3.88143, 2.48615, 6.27774], [-2.33569, 3.32478, 4.50469]]}


[2]
{"formula": "C46H58N7O4PTe2Tl", "method": "wB97M-V/def2-TZVPD", "orbital_gap_ev": 5.413, "charge": -1, "e_lumo_ev": 2.255, "species": ["Tl", "C", "O", "C", "C", "C", "C", "C", "C", "N", "C", "N", "C", "C", "C", "C", "C", "C", "O", "C", "N", "C", "C", "C", "C", "C", "C", "O", "C", "H", "H", "H", "H", "H", "H", "H", "H", "H", "H", "H", "H", "H", "H", "H", "H", "H", "H", "H", "H", "H", "H", "Te", "N", "C", "C", "C", "C", "C", "C", "H", "H", "H", "H", "H", "H", "H", "Te", "C", "C", "C", "C", "C", "C", "H", "H", "H", "H", "H", "O", "P", "N", "C", "C", "C", "C", "N", "C", "C", "C", "C", "N", "C", "C", "C", "C", "H", "H", "H", "H", "H", "H", "H", "H", "H", "H", "H", "H", "H", "H", "H", "H", "H", "H", "H", "H", "H", "H", "H", "H"], "xyz": [[0.02588, -1.54924, 0.49841], [-5.33192, 2.22706, -0.48269], [-4.60032, 3.34866, -0.02719], [-3.88162, 4.05416, -0.96469], [-4.10222, 5.42426, -1.01019], [-3.42572, 6.23396, -1.90599], [-2.54352, 5.66106, -2.80499], [-2.30022, 4.30426, -2.75789], [-2.92142, 3.47726, -1.81439], [-2.61212, 2.11576, -1.81119], [-2.10442, 1.32496, -0.76089], [-2.16632, 1.85336, 0.46271], [-1.42952, 1.60826, 1.64961], [-0.40102, 0.66266, 1.74661], [0.33778, 0.77286, 2.94161], [0.04708, 1.64126, 3.97021], [-1.04812, 2.48546, 3.86821], [-1.76572, 2.49556, 2.68801], [-2.82622, 3.36846, 2.43371], [-3.21942, 4.22296, 3.46481], [-1.57792, 0.18146, -1.03629], [-1.56512, -0.38854, -2.28869], [-0.33132, -0.74014, -2.85349], [-0.26472, -1.43254, -4.04419], [-1.42432, -1.81414, -4.70259], [-2.65642, -1.47524, -4.16599], [-2.73532, -0.74974, -2.98659], [-3.99652, -0.38894, -2.50329], [-4.45552, -1.25054, -1.48669], [-5.46872, 1.58106, 0.38361], [-4.81022, 1.68366, -1.27149], [-6.31462, 2.55306, -0.84659], [-4.82132, 5.83906, -0.31989], [-3.61422, 7.29706, -1.91539], [-2.03162, 6.27626, -3.52979], [-1.59592, 3.86336, -3.44809], [-2.30692, 1.77276, -2.71379], [-2.69122, 2.71446, 0.54581], [1.20588, 0.13916, 3.06731], [0.65848, 1.65656, 4.86571], [-1.30102, 3.14676, 4.68371], [-4.04082, 4.82496, 3.07341], [-2.40482, 4.89426, 3.76671], [-3.56862, 3.66866, 4.34771], [0.56358, -0.44874, -2.32509], [0.70378, -1.68054, -4.45559], [-1.37302, -2.36864, -5.62899], [-3.57582, -1.78224, -4.64819], [-5.45382, -0.90864, -1.21729], [-3.79832, -1.21274, -0.61239], [-4.50882, -2.28644, -1.84579], [1.51558, -2.85204, 3.27261], [-2.09362, -3.63414, -0.74649], [-1.22042, -4.70204, -0.62189], [-0.11192, -4.80564, -1.46319], [0.82278, -5.80214, -1.25729], [0.67378, -6.70064, -0.21319], [-0.43202, -6.60944, 0.61441], [-1.38062, -5.62784, 0.40721], [-2.98402, -3.72544, -0.28229], [-2.11342, -3.16424, -1.63779], [0.00978, -4.08064, -2.25779], [1.68668, -5.87414, -1.90659], [1.41638, -7.46704, -0.04359], [-0.54632, -7.29814, 1.43621], [-2.24022, -5.54664, 1.05801], [-1.05162, -2.08224, 3.41281], [-1.87762, -3.94724, 3.97931], [-3.22382, -3.97864, 4.32951], [-3.83082, -5.13774, 4.76841], [-3.09592, -6.31004, 4.86701], [-1.75702, -6.29734, 4.51071], [-1.16002, -5.13324, 4.07561], [-3.81042, -3.06684, 4.26971], [-4.88112, -5.13174, 5.04411], [-3.55972, -7.22234, 5.21951], [-1.17252, -7.20564, 4.58061], [-0.11022, -5.12854, 3.81011], [2.49488, -0.61464, -0.50289], [3.43048, 0.50946, -0.62429], [4.39428, 0.62936, 0.73281], [4.02658, -0.19164, 1.89641], [4.75318, 0.43906, 3.08251], [4.95278, 1.88236, 2.63541], [5.27048, 1.70346, 1.15281], [2.62268, 1.88256, -1.13719], [1.27898, 2.20526, -0.70809], [1.44178, 3.53276, 0.03061], [2.54178, 4.24646, -0.76869], [3.26898, 3.11776, -1.52689], [4.54108, 0.44646, -1.90659], [3.88638, 0.13416, -3.17559], [5.03558, -0.27964, -4.08219], [5.91648, -1.07664, -3.12379], [5.80578, -0.27974, -1.81909], [4.32178, -1.23354, 1.74531], [2.94458, -0.17784, 2.03261], [5.72388, -0.03684, 3.23051], [4.18098, 0.35126, 4.00211], [5.74608, 2.38896, 3.18281], [4.02178, 2.43946, 2.74511], [6.32008, 1.39636, 1.03661], [5.11728, 2.60916, 0.56941], [0.85098, 1.40856, -0.09089], [0.64528, 2.34486, -1.59559], [1.76968, 3.33556, 1.05131], [0.51288, 4.09846, 0.07251], [3.21608, 4.80106, -0.11799], [2.10828, 4.95246, -1.47649], [4.33218, 3.06066, -1.30569], [3.16348, 3.26396, -2.61139], [3.34388, 1.00656, -3.54599], [3.16948, -0.69064, -3.05379], [5.56918, 0.60536, -4.43279], [4.70298, -0.85434, -4.94419], [6.94568, -1.16494, -3.46809], [5.51058, -2.07984, -2.99649], [6.63198, 0.44456, -1.74509], [5.84178, -0.92214, -0.93639]]}


[3]
{"formula": "C6H15N2", "method": "wB97M-V/def2-TZVPD", "e_above_lowest_ev": 3.1329, "orbital_gap_ev": 8.780, "charge": 1, "e_lumo_ev": -3.622, "species": ["C", "C", "C", "C", "C", "C", "N", "N", "H", "H", "H", "H", "H", "H", "H", "H", "H", "H", "H", "H", "H", "H", "H"], "xyz": [[-1.77748, -0.30465, -0.68768], [-3.02783, 0.17596, -1.29675], [2.11282, 0.48076, -1.25889], [1.39102, -1.33985, 0.42160], [-1.92799, 0.46908, 1.61527], [2.19779, -0.18062, 0.12603], [-1.38088, -0.28823, 0.48177], [2.92216, 0.41328, 1.00474], [-3.88441, 0.08941, -0.57567], [-3.10435, -0.21826, -2.34390], [-2.62465, 1.20032, -1.32224], [1.14642, 0.62035, -1.63561], [2.63709, 1.34179, -1.42524], [2.43119, -0.30004, -1.86689], [-1.05509, -0.81626, -1.46936], [1.87035, -1.72095, 1.36354], [1.35308, -1.96660, -0.44532], [-1.54891, 1.47621, 1.66230], [-1.59318, 0.00303, 2.48675], [-3.05117, 0.51129, 1.46182], [3.68689, 1.19448, 1.00571], [2.93169, 0.07624, 2.03101], [0.29545, -0.91675, 0.66703]]}


[4]
{"formula": "C7H12O5Tl", "method": "wB97M-V/def2-TZVPD", "e_above_lowest_ev": 0.1492, "orbital_gap_ev": 5.328, "charge": -1, "e_lumo_ev": 3.378, "species": ["O", "C", "C", "O", "C", "C", "O", "C", "H", "H", "H", "H", "H", "H", "H", "H", "H", "O", "C", "C", "O", "Tl", "H", "H", "H"], "xyz": [[-2.39103, -0.78106, 0.73297], [-2.05322, -0.40214, 1.93096], [-0.75398, -0.36642, 2.37892], [0.25855, -0.62169, 1.45301], [0.97630, -1.82397, 1.62546], [2.36200, -1.57399, 2.17604], [3.04468, -0.45515, 1.66281], [3.63256, -0.63423, 0.39587], [-2.82713, -0.17396, 2.69177], [-0.47760, -0.46301, 3.43228], [1.07043, -2.36666, 0.66815], [0.42851, -2.50330, 2.30117], [2.26588, -1.40997, 3.25896], [2.96680, -2.48484, 2.01659], [4.66096, -0.25674, 0.45290], [3.64558, -1.69710, 0.09779], [3.08146, -0.08166, -0.37992], [0.09586, 1.23085, -1.71513], [-0.56784, 2.28775, -2.22456], [-1.97290, 1.97299, -2.61312], [-2.57930, 1.03070, -2.09983], [-1.07201, -0.33278, -0.70952], [-0.11350, 2.68796, -3.17168], [-2.39865, 2.50743, -3.49017], [-0.69030, 3.21369, -1.49366]]}


[5]
{"formula": "C18H8BeClF3INOSe2Te2", "method": "wB97M-V/def2-TZVPD", "e_above_lowest_ev": 0.5299, "orbital_gap_ev": 3.622, "charge": -2, "e_lumo_ev": 4.046, "species": ["Be", "Se", "Te", "Te", "Se", "Cl", "C", "C", "C", "I", "C", "O", "C", "N", "C", "C", "C", "C", "H", "H", "H", "H", "F", "C", "F", "F", "C", "C", "C", "C", "C", "C", "C", "C", "H", "H", "H", "H"], "xyz": [[0.82897, 2.14423, -1.48699], [4.24797, 2.12791, -0.91463], [3.89233, 4.34138, -1.92893], [1.84464, 5.68606, -0.48215], [-0.10288, 4.26934, -0.97219], [-3.09594, -3.18882, -0.46094], [-2.26165, -1.93991, -1.29901], [-2.89374, -0.72245, -1.37008], [-2.33465, 0.45132, -1.89670], [-3.26184, 2.36430, -1.61805], [-0.93619, 0.40409, -2.27692], [-0.17405, 1.44400, -2.47552], [-0.31274, -0.90874, -2.41375], [1.06576, -1.01287, -2.55898], [1.56395, -2.14977, -2.84125], [0.83452, -3.38745, -2.90252], [-0.39645, -3.31048, -2.29860], [-1.07879, -2.08744, -2.09534], [-3.93812, -0.70193, -1.07957], [2.62591, -2.13835, -3.10800], [1.20019, -4.36671, -3.22053], [-0.82683, -4.27282, -1.98876], [0.16098, -0.75118, 5.53840], [-0.82070, -0.28950, 4.69283], [-1.41869, 0.79432, 5.36848], [-1.72014, -1.31428, 4.59172], [-0.22797, 0.08514, 3.42516], [-0.59890, -0.54178, 2.19144], [-0.01318, -0.08484, 1.01185], [0.94542, 0.90907, 1.07683], [1.32754, 1.53280, 2.30128], [0.65998, 1.19181, 3.43601], [1.59256, 1.38342, -0.05766], [2.48932, 1.75585, -0.90061], [-1.33690, -1.32385, 2.15535], [-0.28878, -0.54515, 0.12442], [2.03448, 2.37353, 2.33148], [0.72463, 1.77976, 4.40247]]}


[6]
{"formula": "C3H12N2O", "method": "wB97M-V/def2-TZVPD", "e_above_lowest_ev": 2.0369, "orbital_gap_ev": [11.039, 5.355], "charge": 1, "spin_multiplicity": 2, "e_lumo_ev": [-3.252, -8.924], "species": ["N", "C", "C", "N", "C", "H", "H", "H", "H", "H", "H", "H", "H", "H", "H", "H", "H", "O"], "xyz": [[1.16603, 0.37854, 1.51840], [0.44557, 1.39732, 0.71426], [-0.95748, 0.97137, 0.17115], [-0.92757, -0.10096, -0.83535], [-1.17780, -1.37398, -0.17149], [2.18466, 0.40442, 1.40824], [0.79970, -0.52129, 1.33386], [0.99664, 1.56673, -0.23941], [0.41138, 2.37902, 1.31746], [-1.34851, 1.87397, -0.30719], [-1.76349, 1.04686, 1.00407], [-1.81736, 0.14872, -1.24418], [-0.99972, -2.24408, -0.73456], [-2.20240, -1.50788, 0.23717], [-0.51754, -1.40368, 0.69339], [2.28187, -1.30752, -2.24508], [1.30933, -1.02198, -1.04176], [2.11671, -0.68557, -1.57896]]}